ORCA calculation (ωB97M-V/def2-TZVPD) on a molecular structure, C30H33N3O3PdSSb.

```
72
Properties=species:S:1:pos:R:3:forces:R:3:mulliken_charge:R:1
Pd -0.3771 0.8210 -1.4402 0.32 -1.63 1.06 -0.304
O 3.1245 2.9603 -1.9623 0.97 -1.04 0.50 -0.752
C 2.0695 2.3326 -1.8678 -0.03 -2.33 0.23 0.288
O 1.8214 1.0520 -1.6275 1.74 2.82 -0.79 -0.557
C 0.9128 3.1997 -2.1939 -1.18 1.03 -0.20 0.663
C 1.1143 4.5507 -2.4749 -1.10 -0.51 -0.60 -0.839
C 0.0827 5.1959 -3.1529 1.82 0.44 0.21 -0.174
C -1.0395 4.5411 -3.4879 -2.82 -0.75 -0.92 -0.738
C -1.2845 3.3133 -2.9064 0.15 -0.86 -0.17 -0.318
N -0.3041 2.6451 -2.3140 0.40 1.97 -0.65 -0.048
H 2.0635 5.0197 -2.3663 0.48 0.08 0.37 0.494
H 0.2291 6.1749 -3.5273 0.27 0.94 -0.29 0.402
H -1.7630 4.8826 -4.2545 0.40 0.28 0.85 0.301
H -2.2336 2.7611 -2.9671 0.33 0.35 -0.15 0.370
S -2.4480 0.2887 -1.0370 -0.85 -2.13 -0.86 -0.534
C -2.6014 -1.4216 -1.2453 -0.39 2.71 0.51 0.413
N -3.5215 -1.9775 -0.4581 -0.55 -1.33 0.67 -0.117
C -4.3544 -3.0773 -0.9035 -0.50 -0.54 0.39 -0.663
C -3.8374 -3.7296 -2.2203 0.40 -0.36 0.63 -0.662
C -2.2959 -3.5828 -2.3571 -0.31 1.21 0.63 -0.514
N -1.9628 -2.1668 -2.1290 0.63 -0.49 -0.61 0.046
H -3.8168 -1.4015 0.3273 -0.13 -0.15 -0.65 0.173
H -5.3858 -2.6496 -1.0222 0.62 -0.73 -0.15 0.277
H -4.3838 -3.8441 -0.1143 -0.15 0.17 -0.13 0.374
H -4.3690 -3.2382 -3.0213 0.25 0.13 -0.56 0.310
H -4.0754 -4.8176 -2.2799 -0.08 0.80 0.27 0.352
H -1.9717 -3.7604 -3.3818 0.04 -0.53 0.17 0.345
H -1.7513 -4.2112 -1.6133 -0.40 0.13 -0.62 0.252
H -1.0866 -1.7574 -2.4768 -0.48 -0.09 0.00 0.036
C 2.0855 -4.7513 -3.1251 1.44 0.60 0.48 -0.966
C 2.5770 -3.2829 -3.2235 -2.52 -0.04 0.32 -0.263
O 1.3151 -2.4834 -3.1855 2.19 0.55 0.16 -0.433
H 2.9725 -5.3652 -3.3916 -0.75 -0.08 -0.07 0.363
H 1.2297 -4.9054 -3.7965 0.37 -0.11 0.26 0.243
H 1.8499 -4.9950 -2.0621 -0.17 0.22 -0.87 0.203
H 3.0984 -3.0676 -4.1544 0.03 -0.12 -0.11 0.346
H 3.2245 -3.0365 -2.3773 -0.10 0.10 -0.06 0.280
H 1.6034 -1.5375 -3.0884 -0.65 -0.94 0.05 0.200
C 2.7548 4.7852 2.6645 0.18 -0.31 0.17 -0.416
C 3.4465 3.6915 2.1497 -0.23 -0.27 -0.84 -0.745
C 2.7151 2.6290 1.5937 0.54 0.54 0.83 -0.152
C 1.3488 2.5499 1.8565 -0.37 -1.41 -0.47 0.185
C 0.6515 3.6065 2.3831 1.25 0.93 0.68 -0.576
C 1.3743 4.7447 2.7892 -0.73 0.14 -0.27 -0.491
Sb 0.1757 0.8227 1.1226 1.13 0.37 -1.57 1.702
C -1.4431 0.4924 2.4325 1.29 0.15 1.13 0.602
C -1.2660 -0.3901 3.5029 -0.62 0.75 -0.88 -0.531
C -2.3628 -0.5931 4.3057 0.56 -1.25 1.73 -0.401
C -3.5352 0.1319 4.1994 -1.29 -0.48 0.84 -0.496
C -3.7178 0.9566 3.1060 0.44 0.18 0.34 -0.586
C -2.6344 1.1588 2.2566 -0.99 0.08 -0.97 -0.640
C 1.5274 -0.7437 1.8188 -0.16 1.48 0.35 -0.025
C 1.7829 -1.7985 0.9978 1.54 -2.38 0.56 -0.854
C 2.6634 -2.8438 1.4183 -0.31 1.36 0.07 -0.379
C 3.3530 -2.7663 2.6314 0.05 -0.28 -0.62 -0.506
C 3.1579 -1.6243 3.4056 -0.22 0.83 0.83 -0.582
C 2.2724 -0.6236 2.9929 -0.32 0.00 0.48 -0.055
H 3.3292 5.6702 2.9035 -0.15 0.09 0.35 0.357
H 4.5437 3.6998 2.1179 -0.49 0.08 -0.28 0.313
H 3.2194 1.9120 0.9558 -0.02 -0.34 0.30 0.439
H -0.4129 3.5243 2.4622 -0.53 0.24 0.30 0.360
H 0.8423 5.6141 3.1767 0.10 -0.13 -0.08 0.348
H -0.2912 -0.8415 3.6661 -0.38 -0.28 0.07 0.274
H -2.2520 -1.3697 5.0794 -0.25 0.58 -0.03 0.314
H -4.3304 0.0218 4.9980 0.90 -0.03 -1.20 0.250
H -4.6672 1.4374 2.9348 -0.07 0.25 -0.02 0.433
H -2.7983 1.7532 1.3528 0.24 -0.02 0.35 0.267
H 1.4107 -1.9290 0.0122 -0.81 0.34 -0.70 0.363
H 2.8345 -3.6375 0.7131 0.12 -0.39 0.00 0.372
H 4.0748 -3.5650 2.8871 -0.55 0.61 0.08 0.328
H 3.6270 -1.4363 4.3862 0.10 -0.49 -0.64 0.315
H 2.0954 0.2823 3.6068 0.36 -0.71 -0.22 0.365
```
Forces are in eV/Å.

For the energy above the lowest of the compared OMol25 structures with the same formula, charge and spin, the calculation gives 0.00 kcal per mole. Its charge is -1. The spin multiplicity is 1. The LUMO energy (alpha / beta) comes out at 2.542 / 2.542 eV. The HOMO energy (alpha / beta) is -1.697 / -1.698 eV. As for the HOMO-LUMO gap (alpha / beta): 4.24 / 4.24 eV. The value obtained for the total energy is -63109.522 eV.